Density functional theory data (the ωB97M-V functional and the def2-TZVPD basis) for a gas-phase ion, C8H20IN3 (charge +2) in a non-equilibrium geometry.

Each line ends with the Mulliken charge.
Cartesian coordinates (Å):
1 C 0.3483 1.2615 -0.5638  -0.522
2 C 3.4780 0.5199 -0.2175  -1.024
3 C -1.4764 2.4099 0.6799  -1.610
4 C -1.9502 1.0028 -1.2602  -1.645
5 C 0.7541 -3.7673 -0.0367  -0.199
6 C -2.5243 -0.8542 0.9565  -0.990
7 C 2.4738 0.4687 -1.3743  -0.296
8 C -1.0761 1.1664 -0.0330  1.148
9 N 0.7074 -0.9493 -0.5813  -0.903
10 N 1.1177 0.2287 -0.7955  0.531
11 N -1.1854 -0.0914 0.9000  0.072
12 I 1.7447 -2.5817 -1.4100  0.616
13 H 0.7579 2.2286 -0.6095  0.387
14 H 3.6047 -0.3162 0.4045  0.331
15 H 4.3353 0.7431 -0.7730  0.423
16 H 3.5554 1.3895 0.4035  0.372
17 H -0.7276 2.4149 1.6061  0.421
18 H -1.2386 3.1978 0.0041  0.487
19 H -2.4568 2.5808 0.8867  0.435
20 H -3.0310 1.1385 -0.9817  0.488
21 H -1.9045 -0.0229 -1.7933  0.325
22 H -1.6987 1.9218 -1.8646  0.426
23 H 1.3886 -4.2552 0.7555  0.358
24 H 0.0202 -3.1183 0.3259  -0.268
25 H 0.4315 -4.5592 -0.6954  0.321
26 H -3.1265 -0.2815 1.5387  0.440
27 H -2.9191 -0.8414 -0.0748  0.332
28 H -2.2349 -1.7312 1.4568  0.424
29 H 2.6620 -0.4074 -2.0390  0.181
30 H 2.4216 1.4598 -1.7071  0.217
31 H -0.9428 0.2696 1.8683  0.424
32 H -0.4586 -0.7202 0.4851  0.300

Calculated values
- multiplicity = 1
- energy relative to the best compared isomer or geometry (same formula, charge and spin) (eV) = 0.000
- highest occupied orbital energy (eV) = -16.10
- net charge = +2
- Kohn-Sham gap (eV) = 7.579
- total energy (a.u.) = -777.96865

=====

Density functional theory data (the ωB97M-V functional and the def2-TZVPD basis) for a molecular structure, C8H20InN4O4 in a non-equilibrium geometry.

Each line ends with the Mulliken charge.
Cartesian coordinates (Å):
1 In 0.3994 -0.0219 0.1150  1.091
2 O 1.7514 1.6907 0.6773  -0.581
3 C 2.5900 1.0396 -0.0178  0.743
4 N 3.1920 -0.0181 0.5319  -0.228
5 C 2.5687 1.0826 -1.5291  -0.944
6 H 3.8525 -0.5248 -0.0299  0.206
7 H 3.2122 -0.1244 1.5486  0.267
8 H 3.2878 0.4064 -2.0092  0.437
9 H 2.7148 2.0987 -1.8751  0.353
10 H 1.5540 0.8736 -1.9113  0.320
11 O 0.6353 -1.5879 1.6241  -0.590
12 C -0.3853 -1.0685 2.3268  0.825
13 N -1.5546 -1.6096 2.4404  -0.231
14 C -0.3690 0.3187 2.9526  -0.961
15 H -1.7635 -2.5197 2.0432  0.283
16 H -2.2398 -1.1693 3.0183  0.218
17 H 0.1243 1.0867 2.3458  0.188
18 H 0.1785 0.2434 3.9057  0.390
19 H -1.3924 0.6101 3.2173  0.447
20 O -0.2851 -0.8302 -1.7839  -0.610
21 C 0.2872 -1.9554 -2.1764  0.789
22 N -0.0243 -3.0172 -1.4970  -0.223
23 C 1.3512 -2.1645 -3.2026  -1.085
24 H -0.9169 -3.0356 -1.0212  0.252
25 H 0.4133 -3.9188 -1.6922  0.232
26 H 1.0756 -1.7298 -4.1711  0.339
27 H 1.4551 -3.2237 -3.3673  0.473
28 H 2.3080 -1.7672 -2.8252  0.211
29 O -1.0108 1.4629 -0.3091  -0.553
30 C -2.0320 2.0204 0.2031  0.801
31 N -1.9657 2.9087 1.1371  -0.209
32 C -3.5099 1.9211 -0.2333  -1.070
33 H -1.0942 3.2417 1.4601  0.247
34 H -2.8048 3.3345 1.4462  0.167
35 H -3.4440 2.2797 -1.2733  0.330
36 H -4.0571 2.6709 0.3329  0.353
37 H -4.1019 0.9962 -0.4012  0.323

Calculated values
- multiplicity = 1
- highest occupied orbital energy (eV) = -21.45
- net charge = +3
- Kohn-Sham gap (eV) = 9.361
- total energy (a.u.) = -1025.94030

=====

Density functional theory data (the ωB97M-V functional and the def2-TZVPD basis) for a molecular structure, C8H20LiNO7Sr2 in a non-equilibrium geometry.

Each line ends with the Mulliken charge.
Cartesian coordinates (Å):
1 Sr 0.8987 11.9393 -17.8458  1.976
2 Sr 6.7455 9.1670 -11.0706  1.805
3 Li 11.4164 8.1927 -17.8261  0.999
4 N 7.2051 11.7021 -17.1985  1.022
5 O 8.2960 11.6224 -17.6947  -0.563
6 O 6.1788 12.0564 -17.7486  -0.620
7 O 7.2050 11.6485 -15.9939  -0.635
8 C 15.9255 9.3476 -19.4894  -0.736
9 O 15.8590 8.4942 -18.3904  -0.305
10 C 17.0535 7.7265 -18.3227  -0.576
11 C 17.3816 7.1926 -16.7908  -0.469
12 O 18.7898 6.9756 -16.8725  -0.305
13 C 19.3274 6.1110 -15.8790  -0.732
14 H 15.9794 8.7838 -20.4207  0.326
15 H 16.7146 10.0943 -19.4008  0.316
16 H 15.0132 9.9330 -19.6042  0.237
17 H 17.9779 8.1267 -18.7389  0.406
18 H 16.9657 6.8778 -19.0011  0.351
19 H 16.7262 6.3682 -16.5100  0.308
20 H 17.1763 7.9487 -16.0330  0.320
21 H 20.3631 5.8252 -16.0628  0.264
22 H 18.7848 5.1814 -15.7071  0.299
23 H 19.3604 6.6682 -14.9428  0.297
24 C -2.2303 15.7751 -16.2915  -0.686
25 O -1.2906 15.9294 -17.3907  -0.318
26 C -0.8139 17.2595 -17.4297  -0.666
27 C -0.0747 17.5170 -18.7162  -0.456
28 O 0.8540 16.4992 -18.9197  -0.278
29 C 1.8499 16.9544 -19.8641  -0.832
30 H -1.7160 16.1667 -15.4138  0.353
31 H -2.3290 14.6966 -16.1680  0.173
32 H -3.1584 16.3137 -16.4828  0.294
33 H -0.1894 17.3277 -16.5390  0.389
34 H -1.5832 17.9960 -17.1979  0.427
35 H 0.3612 18.5093 -18.6008  0.370
36 H -0.8633 17.5078 -19.4687  0.296
37 H 2.4935 16.1758 -20.2736  0.273
38 H 2.6040 17.5601 -19.3615  0.338
39 H 1.4370 17.2118 -20.8394  0.337

Calculated values
- multiplicity = 1
- energy relative to the best compared isomer or geometry (same formula, charge and spin) (eV) = 5.933
- highest occupied orbital energy (eV) = -14.58
- net charge = +4
- Kohn-Sham gap (eV) = 1.213
- total energy (a.u.) = -965.37156

=====

Density functional theory data (the ωB97M-V functional and the def2-TZVPD basis) for a gas-phase ion, C8H20N5 (charge +1) in a non-equilibrium geometry.

Each line ends with the Mulliken charge.
Cartesian coordinates (Å):
1 C -0.0320 0.2147 -1.7126  -0.105
2 C -1.4877 -0.1086 1.4483  -1.011
3 C 0.4991 -1.2355 1.0609  -0.795
4 C -2.2665 -1.2305 0.6649  -0.812
5 C -0.2757 -2.3260 0.2174  -0.751
6 C 1.0362 2.7766 -1.2014  -1.453
7 C 2.3672 1.4664 0.7397  -1.397
8 C 0.9902 1.8786 0.1248  0.000
9 N -1.1314 0.2315 -2.2828  -0.635
10 N -0.1151 0.0105 0.9711  0.247
11 N 1.1719 -0.1896 -2.1250  -0.130
12 N -0.0129 0.8859 -0.1429  0.189
13 N -1.5938 -2.5711 0.9077  -0.139
14 H -1.9952 0.7565 1.3350  0.561
15 H -1.6926 -0.2578 2.5693  0.314
16 H 0.5563 -1.4508 2.0453  0.596
17 H 1.5664 -1.3585 0.5276  0.325
18 H -3.3965 -1.2080 1.0818  0.335
19 H -2.3617 -0.9938 -0.3236  0.425
20 H -0.4771 -2.1094 -0.8186  0.379
21 H 0.0660 -3.3162 0.1052  0.448
22 H 1.4717 2.3551 -2.0348  0.411
23 H 0.0977 3.0376 -1.4380  0.489
24 H 1.5092 3.7445 -1.2161  0.446
25 H 2.2149 0.5663 1.1403  0.372
26 H 2.5995 2.2513 1.4540  0.392
27 H 3.0739 1.3909 -0.0610  0.359
28 H 0.5609 2.3594 1.0455  0.380
29 H -1.9413 0.6926 -1.8857  0.301
30 H 1.8596 0.1607 -1.4729  0.249
31 H 1.1188 -0.4280 -3.0710  0.268
32 H -1.7137 -2.7307 1.9250  0.350
33 H -2.2662 -3.2647 0.4227  0.389

Calculated values
- multiplicity = 3
- energy relative to the best compared isomer or geometry (same formula, charge and spin) (eV) = 5.365
- highest occupied orbital energy (spin up / spin down) (eV) = -7.47 / -11.99
- net charge = +1
- Kohn-Sham gap (spin up / spin down) (eV) = 4.319 / 6.222
- total energy (a.u.) = -589.98485

=====

The highest total energy belongs to which entry? C8H20N5